1) Molecular formula: C4H7NO2
Method: DFT, the ωB97M-V functional and the def2-TZVPD basis

Values from the calculation:
E_LUMO	0.495	eV
E_HOMO	-8.981	eV

Geometry (Å):
O (-1.6737, 0.1633, 1.9334)
C (-0.9916, -0.3028, 0.8171)
C (-0.6046, 0.2329, -2.0160)
N (0.4216, -0.4527, -1.5574)
C (1.2819, -0.0257, -0.4555)
C (0.4127, 0.2912, 0.7560)
O (0.8240, 0.9696, 1.6721)
H (-1.0589, 0.7601, 2.3909)
H (-0.8613, -1.4010, 0.8319)
H (-1.5653, -0.1030, -0.0961)
H (-0.5531, 1.2194, -1.4933)
H (0.5122, -1.4180, -1.8516)
H (1.8449, 0.8705, -0.7338)
H (2.0112, -0.8038, -0.1977)

Atom charges from the Löwdin analysis, given in e for atoms 1 to 5: -0.0304 -0.2153 0.0142 -0.1401 -0.1073

2) Molecular formula: C4H7NO2
Method: DFT, the ωB97M-V functional and the def2-TZVPD basis

Values from the calculation:
SMILES	[H]/N=C(\C)OCC=O
E_LUMO	0.556	eV
E_HOMO	-10.166	eV

Geometry (Å):
H (-1.6841, 1.9011, 1.0283)
N (-0.9438, 1.3173, 1.4229)
C (-0.7870, 0.3017, 0.6914)
C (-1.5462, -0.0162, -0.5790)
O (0.0809, -0.6883, 1.0884)
C (1.4148, -0.7194, 0.5991)
C (1.5886, -0.1089, -0.7854)
O (2.1609, 0.9375, -0.9645)
H (-2.6031, 0.2348, -0.4524)
H (-1.1601, 0.5752, -1.4173)
H (-1.4649, -1.0766, -0.8265)
H (2.0966, -0.1966, 1.2778)
H (1.6806, -1.7825, 0.5570)
H (1.1665, -0.6792, -1.6398)

Atom charges from the Löwdin analysis, given in e for atoms 1 to 5: 0.0645 0.1802 -0.4957 -0.0188 -0.0682

3) Molecular formula: C4H7NO2
Method: DFT, the ωB97M-V functional and the def2-TZVPD basis

Values from the calculation:
SMILES	[O-][N+]1=C[C@@H](O)CC1
E_LUMO	0.666	eV
E_HOMO	-8.845	eV

Geometry (Å):
O (2.9161, 0.6234, -0.2225)
N (1.6821, 0.4970, -0.0885)
C (0.7367, 1.2942, 0.2458)
C (-0.6260, 0.6058, 0.2293)
O (-1.6593, 1.2087, -0.4635)
C (-0.3312, -0.7382, -0.3335)
C (1.1514, -0.9533, -0.1152)
H (0.8045, 2.3985, 0.4126)
H (-0.9221, 0.6603, 1.2624)
H (-1.8152, 2.1511, -0.2545)
H (-0.5253, -0.5237, -1.3991)
H (-1.1042, -1.6666, -0.1365)
H (1.4597, -1.4059, 0.8626)
H (1.7438, -1.4891, -1.0242)

Atom charges from the Löwdin analysis, given in e for atoms 1 to 5: -0.0623 -0.2960 0.0132 -0.4334 -0.0171

4) Molecular formula: C4H7NO2
Method: DFT, the ωB97M-V functional and the def2-TZVPD basis

Values from the calculation:
SMILES	C=C([O-])[NH2+]CC=O
E_LUMO	0.262	eV
E_HOMO	-8.071	eV

Geometry (Å):
C (0.9524, 0.8738, 0.9944)
C (0.6669, -0.4257, 1.2596)
O (1.1094, -1.4407, 1.7386)
N (-0.8106, -0.8058, 0.4625)
C (-0.9313, -0.0922, -0.8262)
C (0.4019, 0.4175, -1.4039)
O (0.4497, 1.4560, -2.0227)
H (1.9678, 1.1855, 1.2061)
H (0.1742, 1.6182, 0.8487)
H (-0.7284, -1.8010, 0.2742)
H (-1.5859, -0.6747, 1.1142)
H (-1.5756, 0.7775, -0.7308)
H (-1.3389, -0.8021, -1.5479)
H (1.2483, -0.2863, -1.3666)

Atom charges from the Löwdin analysis, given in e for atoms 1 to 5: -0.0176 -0.5014 0.0316 0.0784 -0.1332

Relative energies in eV: 1) 1.438; 2) 0.000; 3) 1.796; 4) 0.872

1) Molecular formula: C4H7NO2
Method: DFT, the ωB97M-V functional and the def2-TZVPD basis

Values from the calculation:
E_LUMO (alpha / beta)	-1.309 / -1.301	eV
E_HOMO (alpha / beta)	-7.198 / -7.202	eV

Geometry (Å):
O (0.9947, -0.0565, -1.6197)
C (0.7821, 0.0086, 1.0391)
C (0.1866, 1.1978, 0.3870)
N (-0.4173, 0.5409, -0.7834)
C (-1.0224, -0.7132, -0.3201)
C (0.0472, -1.1487, 0.7307)
O (0.1298, -2.3185, 1.1012)
H (1.6449, -0.4389, -0.9481)
H (1.5462, 0.0798, 1.7932)
H (-0.6083, 1.6702, 0.9970)
H (0.8504, 1.9813, 0.0153)
H (-0.9998, 1.1392, -1.4003)
H (-1.1396, -1.3799, -1.1712)
H (-1.9945, -0.5620, 0.1794)

Atom charges from the Löwdin analysis, given in e for atoms 1 to 5: -0.0124 -0.1083 -0.1868 -0.0104 -0.0603

2) Molecular formula: C4H7NO2
Method: DFT, the ωB97M-V functional and the def2-TZVPD basis

Values from the calculation:
SMILES	CC/C=N\OC=O
E_LUMO	0.643	eV
E_HOMO	-10.215	eV

Geometry (Å):
C (1.8856, -0.2042, -0.4688)
C (0.5464, -0.2067, 0.1008)
C (0.0079, 1.2247, 0.1671)
N (-1.2188, 1.5422, 0.0114)
O (-2.2494, 0.5577, -0.3864)
C (-2.2692, -0.6247, 0.2773)
O (-3.0099, -1.4449, -0.1716)
H (2.3049, -1.1912, -0.7151)
H (2.5125, 0.0216, 0.2713)
H (2.0127, 0.3695, -1.3469)
H (-0.1548, -0.8449, -0.4274)
H (0.6304, -0.5864, 1.0849)
H (0.7453, 2.1135, 0.4537)
H (-1.7435, -0.7263, 1.1498)

Atom charges from the Löwdin analysis, given in e for atoms 1 to 5: -0.1171 -0.2475 -0.1256 0.0726 -0.0156

3) Molecular formula: C4H7NO2
Method: DFT, the ωB97M-V functional and the def2-TZVPD basis

Values from the calculation:
SMILES	C[C@@]1(O)C=CON1
E_LUMO	0.941	eV
E_HOMO	-8.691	eV

Geometry (Å):
C (1.2427, -0.2659, -1.2125)
C (0.0183, -0.3704, -0.2071)
O (-0.5100, -1.6319, -0.3995)
C (0.2746, -0.0584, 1.1873)
C (-0.6292, 0.8775, 1.6504)
O (-1.5543, 1.1928, 0.7259)
N (-1.2063, 0.6266, -0.5179)
H (0.8939, 0.0043, -2.1645)
H (1.5073, -1.3147, -1.2593)
H (2.0022, 0.4022, -0.8489)
H (-1.4187, -1.7210, -0.1210)
H (1.1919, -0.3039, 1.6578)
H (-0.9031, 1.2328, 2.6094)
H (-0.9094, 1.3301, -1.1001)

Atom charges from the Löwdin analysis, given in e for atoms 1 to 5: 0.0262 -0.5230 0.0013 -0.0156 -0.0890

4) Molecular formula: C4H7NO2
Method: DFT, the ωB97M-V functional and the def2-TZVPD basis

Values from the calculation:
SMILES	NC(=O)CCC=O
E_LUMO	0.683	eV
E_HOMO	-9.994	eV

Geometry (Å):
N (-0.9635, -0.3497, 1.2438)
C (-0.7503, 0.9098, 0.7831)
O (-1.3486, 1.8532, 1.2583)
C (0.2554, 1.0609, -0.3399)
C (0.2670, -0.0944, -1.3705)
C (1.3352, -1.0991, -1.0509)
O (1.0958, -2.1721, -0.5667)
H (-0.6177, -1.1448, 0.7295)
H (-1.8026, -0.3883, 1.8014)
H (-0.0399, 1.9920, -0.8348)
H (1.2939, 1.1802, -0.0427)
H (-0.6693, -0.6619, -1.4027)
H (0.4335, 0.3194, -2.3659)
H (2.3698, -0.8032, -1.3452)

Atom charges from the Löwdin analysis, given in e for atoms 1 to 5: 0.1751 -0.5527 0.0513 -0.0929 -0.1627

Relative energies in eV: 1) 5.177; 2) 3.233; 3) 3.080; 4) 0.000

1) Molecular formula: C4H7NO2
Method: DFT, the ωB97M-V functional and the def2-TZVPD basis

Values from the calculation:
SMILES	[H]/N=C1/CO[C@H](C)O1
E_LUMO	0.930	eV
E_HOMO	-10.158	eV

Geometry (Å):
H (-1.7554, 1.6147, 0.8993)
N (-1.4281, 1.9801, -0.0013)
C (-0.3294, 1.3748, -0.0751)
C (0.6770, 1.1043, -1.1559)
O (0.7848, -0.3074, -1.0035)
C (0.6049, -0.6047, 0.3736)
C (-0.3696, -1.7525, 0.5363)
O (0.0787, 0.5695, 0.9657)
H (0.3729, 1.3326, -2.1780)
H (1.6295, 1.6061, -0.9269)
H (1.5711, -0.8048, 0.8496)
H (-0.4834, -2.0184, 1.5923)
H (-0.0027, -2.6225, -0.0127)
H (-1.3503, -1.4717, 0.1367)

Atom charges from the Löwdin analysis, given in e for atoms 1 to 5: 0.0754 0.1821 -0.4163 -0.0861 -0.0612

2) Molecular formula: C4H7NO2
Method: DFT, the ωB97M-V functional and the def2-TZVPD basis

Values from the calculation:
SMILES	C[C@]1(C=O)CN1O
E_LUMO	0.849	eV
E_HOMO	-9.259	eV

Geometry (Å):
C (-1.0895, -1.3526, 0.0499)
C (-0.0310, -0.2529, -0.0844)
C (0.9943, -0.5073, -1.1536)
O (1.6320, -1.5350, -1.0659)
C (1.0068, 0.7570, 0.6887)
N (-0.3798, 0.9071, 0.6380)
O (-0.9449, 2.0881, 0.1484)
H (-1.9095, -0.9933, -0.6009)
H (-0.7843, -2.3284, -0.3283)
H (-1.5185, -1.4358, 1.0496)
H (1.2127, 0.2458, -1.9243)
H (1.5511, 1.4253, -0.0077)
H (1.5476, 0.5500, 1.6040)
H (-1.2870, 2.4320, 0.9863)

Atom charges from the Löwdin analysis, given in e for atoms 1 to 5: -0.0055 -0.3270 -0.2582 0.0440 -0.0052

3) Molecular formula: C4H7NO2
Method: DFT, the ωB97M-V functional and the def2-TZVPD basis

Values from the calculation:
SMILES	C[C@H]1CNC(=O)O1
E_LUMO	0.710	eV
E_HOMO	-10.700	eV

Geometry (Å):
C (-1.2198, -0.8291, 0.3279)
C (-0.3157, -0.0811, -0.8022)
C (0.1330, 1.2830, -0.3129)
N (1.0240, 0.7996, 0.7559)
C (1.7036, -0.3053, 0.1347)
O (2.6989, -0.8514, 0.5007)
O (0.9572, -0.7318, -0.9406)
H (-1.1350, -0.7515, 1.4456)
H (-1.0877, -1.8972, 0.1640)
H (-2.2593, -0.5483, 0.1631)
H (-0.8145, -0.1162, -1.7796)
H (-0.6932, 1.8655, 0.0897)
H (0.6916, 1.8916, -1.0394)
H (0.3170, 0.2721, 1.2930)

Atom charges from the Löwdin analysis, given in e for atoms 1 to 5: -0.0223 -0.2886 -0.1474 0.0643 -0.5228

Relative energies in eV: 1) 0.162; 2) 4.105; 3) 0.000